Here is C3H6O3 as an isolated structure in a non-equilibrium geometry from OMol25. Energies are from ωB97M-V/def2-TZVPD.

Computed properties:
**Total energy**: -343.4598 a.u.
**Max |F|**: 0.033 Eh/bohr

Cartesian coordinates (Å):
C (-0.789, -0.413, 0.489)
C (0.406, 0.882, -0.872)
C (0.556, -0.197, 0.004)
O (-1.071, 0.265, 1.532)
O (-1.454, -1.526, 0.142)
O (1.066, 1.037, -2.050)
H (0.062, 0.393, 1.996)
H (-2.310, -1.533, 0.594)
H (1.546, 0.232, -2.278)
H (-0.151, 1.765, -0.602)
H (1.059, -1.074, -0.403)
H (1.080, 0.170, 1.447)

Löwdin population analysis, charges in e, atoms 1 to 2: C -0.545; C -0.161



Here is C39H40BrN7O4SSiY as an isolated structure in a non-equilibrium geometry from OMol25. Energies are from ωB97M-V/def2-TZVPD.

Computed properties:
**Total energy**: -5494.4352 a.u.
**Net charge**: +1
**Max |F|**: 0.095 Eh/bohr

Cartesian coordinates (Å):
Y (-0.471, -0.349, 0.513)
O (-3.493, 2.486, 2.227)
C (-3.412, 3.545, 1.440)
C (-4.381, 4.565, 1.689)
C (-4.449, 5.659, 0.849)
C (-3.491, 5.872, -0.177)
C (-2.534, 4.977, -0.360)
C (-2.479, 3.739, 0.369)
C (-1.525, 2.616, 0.157)
O (-1.967, 1.349, 0.340)
N (-0.215, 2.832, 0.944)
N (0.791, 2.077, 0.376)
C (1.930, 2.581, 0.149)
C (2.947, 1.782, -0.544)
Br (2.499, 0.037, -0.833)
C (3.992, 2.421, -1.074)
C (4.997, 2.117, -2.100)
C (5.341, 0.822, -2.556)
C (6.438, 0.561, -3.330)
C (7.206, 1.645, -3.803)
C (6.830, 2.944, -3.473)
C (5.799, 3.151, -2.545)
H (-3.078, 1.741, 1.745)
H (-5.089, 4.332, 2.529)
H (-5.180, 6.439, 1.016)
H (-3.527, 6.682, -0.896)
H (-1.825, 4.950, -1.148)
H (-1.130, 2.753, -0.881)
H (0.033, 3.784, 0.927)
H (2.124, 3.557, 0.574)
H (4.020, 3.464, -0.852)
H (4.884, 0.000, -1.982)
H (6.787, -0.451, -3.513)
H (8.048, 1.520, -4.466)
H (7.397, 3.815, -3.753)
H (5.586, 4.173, -2.165)
S (0.852, -4.207, -6.365)
N (1.642, -4.304, -4.969)
C (1.036, -3.534, -4.044)
C (1.284, -3.409, -2.678)
C (2.337, -4.093, -2.021)
C (2.574, -3.870, -0.712)
C (1.722, -2.989, -0.056)
N (0.767, -2.252, -0.637)
C (0.542, -2.423, -1.988)
C (-0.465, -1.545, -2.661)
N (-1.021, -0.598, -1.927)
C (-2.018, 0.101, -2.486)
C (-2.480, -0.135, -3.736)
C (-1.860, -1.055, -4.468)
C (-0.804, -1.777, -3.974)
C (-0.060, -2.832, -4.633)
N (-0.329, -3.181, -5.886)
H (2.948, -4.814, -2.691)
H (3.372, -4.296, -0.123)
H (1.771, -2.912, 1.027)
H (-2.425, 0.938, -1.842)
H (-3.331, 0.396, -4.186)
H (-2.283, -1.327, -5.416)
O (0.857, -1.186, 2.207)
C (2.126, -0.786, 2.828)
C (1.794, -0.011, 4.106)
C (0.830, 1.146, 3.814)
C (-0.657, 0.860, 3.977)
C (-1.314, 1.187, 5.162)
C (-2.589, 0.812, 5.400)
C (-3.261, 0.116, 4.460)
C (-2.618, -0.226, 3.336)
N (-1.322, 0.111, 3.072)
H (0.330, -1.704, 2.777)
H (2.680, -0.305, 2.056)
H (2.624, -1.761, 3.123)
H (2.715, 0.327, 4.579)
H (1.451, -0.743, 4.872)
H (0.758, 1.369, 2.760)
H (1.073, 2.012, 4.425)
H (-0.796, 1.819, 5.904)
H (-3.026, 1.151, 6.325)
H (-4.310, -0.158, 4.592)
H (-3.087, -0.815, 2.547)
C (-4.271, -3.359, 1.186)
Si (-2.519, -3.343, 0.621)
C (-2.308, -3.981, -1.135)
C (-1.586, -4.413, 1.825)
O (-1.846, -1.869, 0.870)
H (-4.609, -4.407, 1.321)
H (-4.830, -2.894, 0.338)
H (-4.317, -2.813, 2.216)
H (-3.008, -4.855, -1.331)
H (-1.247, -4.289, -1.411)
H (-2.618, -3.290, -1.825)
H (-1.818, -5.461, 1.601)
H (-1.889, -4.159, 2.831)
H (-0.569, -4.151, 1.652)

Löwdin population analysis, charges in e, atoms 1 to 2: Y 1.440; O 0.062



Here is a 14-piece molecular cluster, C5H34N2O13 overall in a non-equilibrium geometry from OMol25. Energies are from ωB97M-V/def2-TZVPD.

Computed properties:
**Total energy**: -1298.5889 a.u.
**Max |F|**: 0.088 Eh/bohr

Cartesian coordinates (Å):
C (1.370, 0.656, 2.580)
C (0.300, -0.264, 1.995)
C (0.237, -0.198, 0.523)
C (1.125, 0.420, -0.361)
N (0.615, 0.164, -1.658)
C (-0.528, -0.588, -1.520)
N (-0.769, -0.822, -0.203)
H (1.419, 0.586, 3.641)
H (1.134, 1.711, 2.366)
H (2.405, 0.436, 2.310)
H (0.582, -1.306, 2.368)
H (-0.672, -0.007, 2.435)
H (1.957, 1.024, -0.243)
H (1.011, 0.474, -2.514)
H (-1.169, -0.883, -2.348)
H (-2.435, 1.352, -1.747)
H (-3.234, 1.158, -3.023)
O (-2.399, 1.015, -2.639)
H (0.381, -3.221, 1.672)
H (-0.670, -4.011, 2.355)
O (-0.564, -3.474, 1.648)
H (-0.309, 4.293, 0.123)
H (0.363, 3.069, -0.526)
O (-0.333, 3.349, 0.114)
H (-1.830, 2.623, -0.155)
H (-2.803, 1.569, 0.469)
O (-2.691, 2.165, -0.313)
H (-2.685, -0.182, 1.804)
H (-3.750, 0.837, 2.479)
O (-2.901, 0.794, 2.014)
H (2.172, 2.290, -1.762)
H (0.974, 2.698, -2.581)
O (1.500, 3.021, -1.841)
H (-1.725, 2.000, 2.455)
H (-0.711, 2.845, 1.757)
O (-1.047, 2.668, 2.597)
H (-0.505, -2.964, -0.385)
H (0.012, -4.304, -0.656)
O (0.072, -3.433, -1.005)
H (2.954, -3.019, -1.428)
H (1.525, -2.553, -0.990)
O (2.501, -2.345, -0.890)
H (4.277, -0.062, -1.904)
H (3.000, -0.859, -1.445)
O (3.308, 0.020, -1.929)
H (-0.379, 2.451, -4.454)
H (-0.935, 1.622, -3.351)
O (-0.114, 1.960, -3.697)
H (-2.589, -1.497, 0.452)
H (-1.880, -2.367, 1.638)
O (-2.696, -1.803, 1.464)
H (2.309, -2.531, 0.823)
H (2.757, -3.637, 1.794)
O (2.065, -2.946, 1.693)

Löwdin population analysis, charges in e, atoms 1 to 2: C -0.098; C -0.194